No. 1
Here is a structure of composition C14H21Cl2CoO6 from OMol25. Energies are from wB97M-V/def2-TZVPD.

Output
⟨S²⟩   0.76
F_max   3.51 eV Å⁻¹
2S+1   2
Kohn-Sham gap (alpha / beta)   0.18650 / 0.22170 Eh
Energy   -89807.5886 eV
Total charge   +1
Energy above the lowest of the compared OMol25 structures with the same formula, charge and spin   42.1 kcal per mole

Geometry as XYZ:
```
44
Properties=species:S:1:pos:R:3:forces:R:3
Co -0.172854 0.517885 -0.185808 1.0 -0.3 0.8
Cl -2.010120 1.974525 -0.914846 0.0 0.7 0.1
Cl -1.474033 -0.606448 -1.964628 0.0 -0.2 -0.2
O -1.626369 -0.205596 1.446518 0.6 0.0 -1.1
O 3.097234 1.157173 -2.586967 -0.1 -0.7 0.5
O 1.289733 1.065630 -1.296898 -1.4 -2.2 2.3
O 1.168873 0.892932 1.584545 -0.5 -0.4 -0.6
O 0.566360 -1.479992 0.376584 -0.2 0.7 -0.2
O 2.883910 2.755854 -4.606295 0.4 -0.4 -0.5
C -1.140690 -1.345885 2.142466 0.6 -0.5 0.0
C -0.337804 -2.222582 1.178007 -0.7 -0.1 0.2
C 2.013784 -0.202010 1.921728 -0.1 -0.6 0.0
C 1.486731 4.633038 -4.345709 0.3 -0.3 -0.1
C 0.825082 3.806773 -1.785953 -0.1 0.4 -0.3
C 2.068600 1.631432 -2.116995 0.1 2.3 -1.7
C 2.029476 3.433690 -3.857073 -0.6 0.6 0.7
C 1.625869 3.001506 -2.579311 0.5 -0.8 -0.1
C 0.700631 5.427417 -3.543940 -0.1 -0.1 0.0
C 1.888202 -1.298657 0.855276 0.8 0.3 0.0
C -2.307783 0.663364 2.336239 -0.2 0.5 0.3
C 0.386998 5.033508 -2.247822 -0.1 0.0 0.3
C -2.620328 0.742172 -2.020011 -0.4 -0.2 -0.3
C 1.650972 2.132135 2.073682 0.1 0.5 0.2
H -2.655044 1.148740 -3.031262 0.1 -0.1 0.2
H 1.734310 4.919394 -5.354392 0.1 0.1 -0.1
H 0.941949 2.897109 1.759408 0.1 0.0 0.1
H -3.600252 0.409439 -1.673797 0.3 0.0 -0.1
H 0.563152 3.477524 -0.790364 0.0 -0.1 0.1
H 1.733262 -0.571292 2.917541 0.0 0.1 -0.1
H -2.660208 1.516665 1.765238 -0.1 0.0 0.0
H -3.152949 0.143958 2.796469 0.0 0.0 -0.1
H -1.025377 -2.689859 0.465250 0.1 0.0 0.2
H -0.203435 5.674238 -1.612472 -0.1 0.1 0.1
H 2.288300 -2.244854 1.237591 -0.1 0.1 0.0
H 1.707769 2.106993 3.168226 0.0 0.0 -0.1
H 0.195039 -3.000555 1.738211 -0.1 0.1 -0.1
H -1.639658 1.014716 3.126676 0.1 0.0 0.0
H -1.985345 -1.926554 2.539995 0.2 0.1 -0.1
H -0.519665 -1.014278 2.983553 -0.1 0.0 -0.1
H 0.324897 6.365707 -3.923044 0.0 0.1 -0.1
H 2.641214 2.350430 1.662058 -0.1 0.0 0.0
H 3.247804 2.003765 -4.074616 -0.2 0.3 0.0
H 2.450450 -0.999176 -0.032998 0.0 -0.1 0.1
H 3.060354 0.118920 1.959212 -0.1 0.0 0.0
```
Positions in Å, forces in eV/Å.

No. 2
Here is a structure of composition C14H21ClMnN4PS from OMol25. Energies are from wB97M-V/def2-TZVPD.

Output
⟨S²⟩   3.92
F_max   2.78 eV Å⁻¹
2S+1   4
Kohn-Sham gap (alpha / beta)   0.23394 / 0.24861 Eh
Energy   -84756.9745 eV
Total charge   +3

Geometry as XYZ:
```
43
Properties=species:S:1:pos:R:3:forces:R:3
Mn -1.199241 -0.252000 1.358203 -1.3 2.3 -0.7
Cl -0.251121 -1.533994 2.603430 0.8 -1.5 0.9
S -4.321036 -2.830790 -0.511028 -0.3 -0.3 -0.1
P 0.672004 -0.470766 -0.081622 0.1 -0.2 0.2
N 2.116507 0.342634 -2.273362 -0.1 0.0 0.0
N -2.339856 -1.118223 0.343767 0.0 -0.7 -0.4
N 3.333682 -0.541037 -0.358829 0.1 0.0 -0.1
N 2.058191 -2.034330 -1.750905 0.1 0.0 -0.1
C 2.355980 -0.320066 0.692037 -0.2 0.0 -0.2
C -4.275318 1.359264 0.315855 0.0 -0.1 -0.1
C 0.864777 0.688429 -1.515991 -0.1 -0.1 0.0
C 3.373303 0.455948 -1.372645 -0.1 -0.1 0.1
C 2.047644 -1.104336 -2.826650 0.0 -0.1 0.1
C -0.805135 2.162154 1.651629 0.2 0.0 -0.1
C -3.085199 0.800146 2.475851 -0.3 -0.1 0.1
C -1.887552 2.002608 0.774644 0.1 0.1 -0.2
C -3.072290 1.384910 1.192962 -0.3 0.1 -0.2
C 3.271503 -1.888761 -0.937451 -0.1 0.1 0.0
C -3.212984 -1.898392 -0.024842 0.6 0.4 0.3
C -0.871777 1.651493 2.945860 0.3 -0.2 0.0
C 0.834639 -2.096498 -0.972609 0.0 0.3 0.1
C -2.013799 0.945189 3.344725 0.1 0.0 0.3
H 2.483489 0.656427 1.160314 0.0 0.0 0.0
H -2.063349 0.514880 4.337423 0.0 0.0 0.0
H 2.924814 -1.227256 -3.457794 0.1 0.0 0.0
H 3.390938 1.463998 -0.963466 0.0 0.0 0.0
H 2.448268 -1.079645 1.467290 0.0 0.0 0.0
H -1.850129 2.439853 -0.216280 0.0 0.0 0.0
H -0.055908 1.796236 3.642470 0.0 -0.1 0.0
H 0.926009 1.722314 -1.178091 0.1 0.0 0.0
H -4.668449 2.378149 0.241321 0.0 0.0 0.0
H 4.228114 0.312543 -2.030293 0.0 0.0 0.0
H 0.010216 0.595311 -2.186635 0.0 0.0 -0.1
H -5.062415 0.723380 0.715536 0.0 0.0 0.0
H 0.879920 -2.900147 -0.238204 0.0 0.0 0.0
H 1.147296 -1.179810 -3.432776 -0.1 0.0 0.0
H -4.029713 1.041270 -0.699441 0.0 0.0 0.0
H -3.970316 0.268502 2.806160 0.0 0.0 0.0
H -0.036947 -2.261352 -1.605787 0.0 0.0 0.0
H 0.069614 2.718318 1.337205 0.0 0.0 0.0
H 3.279428 -2.633852 -0.145486 0.0 0.0 0.0
H 4.144768 -2.046544 -1.567632 0.0 0.0 0.0
H 2.211423 0.993822 -3.058877 0.0 0.0 0.0
```
Positions in Å, forces in eV/Å.

No. 3
Here is a cluster of 2 separate species, C14H21FN2O4P in total from OMol25. Energies are from wB97M-V/def2-TZVPD.

Output
F_max   2.77 eV Å⁻¹
2S+1   1
Kohn-Sham gap   0.05836 Eh
Energy   -38024.5641 eV
Total charge   -3

Geometry as XYZ:
```
43
Properties=species:S:1:pos:R:3:forces:R:3
P -1.183341 3.301746 4.383399 0.1 0.1 0.3
F -3.728236 -0.453179 0.349912 -0.5 -0.2 0.1
O -0.349922 2.284866 5.204408 -0.1 -0.1 0.1
O -0.336329 3.881144 3.217588 -0.1 0.1 -0.2
O -1.634341 4.464107 5.304635 0.1 0.1 0.0
O -2.413592 2.576124 3.783017 0.0 -0.1 -0.2
N -0.853854 0.823453 1.390621 -0.6 -0.9 -0.6
N -4.302854 2.091689 -1.416218 1.8 -1.8 -0.5
C 0.390902 -2.559779 -0.873264 -0.1 0.4 -0.4
C 1.272707 -1.742704 -1.846188 -1.0 -0.2 0.2
C 2.257601 0.680422 -1.585784 -0.1 0.1 0.4
C -2.142528 -2.027388 -0.278780 -0.1 0.2 -0.7
C 1.042327 -0.210948 -1.731597 1.4 -1.5 0.8
C -1.588670 0.176670 0.771793 1.1 1.1 0.3
C -3.483128 1.263302 -1.507872 -1.9 1.9 0.5
C 2.542424 1.248401 -0.324814 0.4 -0.4 -1.1
C 3.152399 0.388412 0.754387 -2.2 -0.6 0.3
C -2.443120 -0.534344 -0.183979 -0.2 0.0 0.5
C -1.104696 -2.473365 -1.309486 0.7 -0.5 0.8
C 0.699659 -2.220558 0.579610 0.8 -0.5 -0.2
C -2.487137 0.190934 -1.539216 -0.5 0.3 0.2
C 2.212670 2.665266 -0.021883 1.3 0.1 -0.1
H 3.216311 -0.627052 0.380637 0.2 -0.2 -0.1
H -1.393736 -3.479098 -1.611794 -0.1 -0.1 -0.1
H 0.973722 -2.076395 -2.840571 0.4 -0.2 -0.2
H 1.690740 -2.627486 0.792387 0.2 0.0 0.1
H 2.518986 0.342141 1.645274 0.4 0.2 0.4
H 1.147591 2.712566 0.218544 -0.1 0.0 0.1
H 0.439411 0.139806 -2.577562 0.2 0.1 -0.2
H 2.741582 3.040271 0.853691 0.0 0.3 0.0
H 0.451258 -0.032815 -0.837915 -0.2 0.1 0.0
H -3.092030 -2.475301 -0.567264 -0.2 0.1 -0.1
H 0.043746 -2.705930 1.293382 -0.3 0.1 0.1
H 0.715030 -3.591864 -1.019763 -0.2 -0.3 0.0
H 0.787569 -1.162867 0.779879 -0.4 0.2 0.2
H -2.790419 -0.509005 -2.305843 0.1 -0.2 -0.3
H 2.368586 3.293312 -0.902656 0.0 0.2 -0.1
H 2.841550 0.867126 -2.487117 -0.8 1.5 -0.3
H -1.145485 -1.893328 -2.223043 -0.2 0.3 -0.1
H -1.543949 0.650787 -1.792159 0.4 -0.2 -0.1
H -1.949737 -2.385689 0.723896 0.2 -0.1 0.1
H 2.300058 -2.024131 -1.640969 0.3 0.2 -0.2
H 4.160280 0.730671 0.998678 0.0 0.3 0.0
```
Positions in Å, forces in eV/Å.

No. 4
Here is a cluster of 3 separate species, C14H21N2O7 in total from OMol25. Energies are from wB97M-V/def2-TZVPD.

Output
F_max   0.78 eV Å⁻¹
2S+1   1
Kohn-Sham gap   0.24658 Eh
Energy   -32163.0614 eV
Total charge   +1
Energy above the lowest of the compared OMol25 structures with the same formula, charge and spin   65.0 kcal per mole

Geometry as XYZ:
```
44
Properties=species:S:1:pos:R:3:forces:R:3
O -2.001539 0.171262 0.902826 -0.4 -0.3 0.1
O 1.489803 1.003306 -0.367152 -0.1 0.0 0.0
O 4.328849 2.464057 -4.047587 0.0 0.0 0.1
O 3.562721 1.139048 0.507865 0.0 -0.1 0.0
O 6.012643 3.029480 -2.695694 -0.1 -0.1 -0.1
O 2.245851 2.959307 0.387722 -0.1 -0.1 0.0
O 5.392605 4.427689 -4.350678 0.0 0.1 -0.1
N -5.098751 -3.589246 1.392893 -0.1 0.0 0.2
N -5.273294 -2.836527 2.470240 0.3 0.0 -0.6
C -0.358460 -3.104979 1.667947 0.4 0.2 -0.4
C -4.437089 -3.245442 0.303899 0.4 0.1 -0.6
C 1.023046 3.251866 -0.300541 -0.1 0.1 -0.1
C 4.622209 1.298103 -3.273785 0.0 -0.2 0.0
C 2.535353 1.652392 0.210136 0.0 0.1 0.0
C 0.363989 1.890457 -0.366074 -0.1 0.1 -0.1
C -1.133236 -0.656985 1.703821 0.5 0.3 -0.5
C -0.506129 -1.783647 0.884488 0.1 -0.5 0.6
C -3.956116 -1.184124 1.292721 -0.1 0.2 0.2
C -3.815984 -2.009424 0.211893 -0.2 -0.3 0.2
C 5.406044 1.870168 -2.113841 0.1 -0.1 0.1
C 5.263734 3.410578 -3.758493 0.0 0.0 0.1
C -4.708745 -1.654156 2.379268 -0.2 0.1 0.5
C -3.331686 0.180512 1.342092 0.3 0.3 0.0
H 6.164331 1.191614 -1.732887 0.1 0.1 0.0
H -3.887906 0.841242 0.680422 -0.1 0.1 -0.2
H -4.836191 -1.009703 3.235177 -0.1 -0.1 0.2
H 0.633289 -3.504700 1.490411 0.2 -0.1 0.1
H -0.460763 -2.973777 2.739710 -0.1 0.0 0.2
H 0.484360 -1.461023 0.592652 0.1 0.1 -0.3
H -0.246316 1.678181 0.506869 0.0 0.1 0.1
H 1.259895 3.652994 -1.287135 0.0 0.0 0.0
H 0.441464 3.985489 0.250917 0.1 0.0 0.1
H -0.234362 1.749522 -1.262664 0.1 -0.1 0.0
H -1.619663 -1.005570 2.614156 -0.3 -0.1 0.0
H 3.704136 0.802927 -2.964757 -0.1 0.1 -0.1
H -3.253040 -1.714733 -0.654880 0.1 0.0 -0.2
H 5.212274 0.609321 -3.881231 0.0 0.0 0.0
H -4.396739 -3.949415 -0.509938 -0.1 -0.3 0.0
H -5.521440 -4.509645 1.440147 -0.1 0.0 0.2
H -1.038745 -3.873880 1.317357 -0.3 -0.1 0.1
H -1.052218 -1.978657 -0.031321 -0.2 0.2 -0.2
H 4.767248 2.183711 -1.291073 0.0 0.0 0.0
H -0.321964 -0.010789 2.025370 0.0 0.2 0.2
H -3.423470 0.613196 2.338735 0.0 -0.1 0.3
```
Positions in Å, forces in eV/Å.

Which formula does entry 1 have? C14H21Cl2CoO6